Entry 1:
Entry from OMol25: a gas-phase ion, CN3O2S (charge -1) in a non-equilibrium geometry (ωB97M-V/def2-TZVPD).

Each atom is followed by the atoms it is bonded to, with distances in Å.
Geometry (Å):
1 C 2.099 0.298 0.140  N2 1.154, S7 1.689
2 N 2.868 1.154 0.069  C1 1.154
3 N -0.184 -0.233 -0.828  N4 1.664, S7 1.613
4 N -1.606 -0.098 0.024  N3 1.664, O5 1.206, O6 1.213
5 O -2.500 0.451 -0.571  N4 1.206
6 O -1.643 -0.622 1.118  N4 1.213
7 S 0.965 -0.950 0.048  C1 1.689, N3 1.613

The HOMO energy is -4.1 eV. The lowest unoccupied orbital energy is 3.80 eV. As for the frontier orbital gap: 7.9 eV. Its relative energy (zero: lowest compared OMol25 entry of this formula, charge and spin) is 18.2 kcal/mol. As for the net charge: -1.



Entry 2:
Entry from OMol25: 2 unconnected molecules or ions with the total composition CN3O3PS in a non-equilibrium geometry (ωB97M-V/def2-TZVPD).

Each atom is followed by the atoms it is bonded to, with distances in Å.
Geometry (Å):
1 C 3.769 1.125 0.388  N4 1.415, O5 1.231, S9 1.751
2 N 5.277 -1.842 -0.939  N3 1.148
3 N 4.726 -0.878 -0.648  N2 1.148, N4 1.159
4 N 4.094 0.085 -0.515  C1 1.415, N3 1.159
5 O 2.866 1.885 0.039  C1 1.231
6 O -8.487 0.387 -1.001  P8 1.521
7 O -8.384 -1.747 0.323  P8 1.540
8 P -8.404 -0.209 0.396  O6 1.521, O7 1.540
9 S 4.542 1.193 1.957  C1 1.751

The HOMO energy is -2.5 eV. The lowest unoccupied orbital energy is 4.88 eV. As for the frontier orbital gap: 7.4 eV. Its relative energy (zero: lowest compared OMol25 entry of this formula, charge and spin) is 0.0 kcal/mol. As for the net charge: -2.